Entry 1:
This record from the OMol25 dataset describes a 4-piece molecular cluster, C49H94F5N5O2S overall in a non-equilibrium geometry. The level of theory is ωB97M-V with the def2-TZVPD basis set.

Each line ends with the Mulliken charge.
CARTESIAN COORDINATES (ANGSTROEM)
C -1.00088 -1.15059 2.61209  -0.56
C 0.61337 -1.26238 2.80219  -0.16
C 1.32565 -1.39486 1.36633  -1.03
C 1.52352 0.03940 0.67205  1.13
C 0.66892 0.25118 -0.68566  -0.66
C -0.37290 1.48237 -0.57198  -0.06
C 0.26722 2.89303 -1.10026  0.72
S -0.22005 3.01893 -2.89356  -0.26
C -0.52112 4.03757 -0.30150  -1.83
C -0.15886 4.14668 1.25874  0.78
C -1.56932 3.99922 2.06749  -0.69
C -1.42207 4.63121 3.53476  -0.30
N -1.25424 3.62583 4.62104  0.24
C -0.21232 2.63487 4.49457  -0.07
C -0.37131 1.81792 5.81669  -0.61
C -1.56852 2.44533 6.62507  -0.62
C -2.10478 3.63393 5.78494  -0.20
O 1.66831 2.79472 -0.83786  0.41
C 2.43571 3.95339 -1.21727  -0.02
C 3.11078 3.79262 -2.68191  -0.85
C 2.56992 4.90627 -3.70757  -0.20
C 3.69369 5.44428 -4.74402  -1.07
C 3.71701 4.66610 -6.13213  0.74
F 4.72684 5.26682 -6.95747  -0.33
F 4.10688 3.32103 -5.85462  -0.19
C 2.35105 4.72574 -6.96913  0.52
F 1.71169 3.45008 -6.82311  -0.16
F 2.53930 4.98313 -8.35603  -0.26
F 1.42157 5.68349 -6.51596  -0.25
C 3.54496 4.12877 -0.02986  1.43
C 4.68652 3.01208 -0.08380  -0.17
C 5.64601 2.93871 1.19556  -1.09
C 4.93690 3.16065 2.61700  -0.10
C 5.41802 4.57878 3.21068  -1.01
N 4.31043 5.50086 3.60248  0.16
C 2.87720 5.36038 3.60290  0.36
C 2.34009 6.73304 4.08897  -0.53
C 3.55919 7.65392 4.39310  -0.67
C 4.80992 6.79356 4.07369  -0.36
O 4.00864 5.49152 0.11098  -0.42
C 5.21923 5.76109 -0.62284  -0.26
H -1.23720 -0.03787 2.47687  -0.16
H -1.54023 -1.57249 3.53684  0.28
H -1.26693 -1.79907 1.71140  0.28
H 1.05597 -0.37382 3.38564  0.12
H 0.81593 -2.20710 3.41402  0.24
H 0.79279 -2.13498 0.67983  0.40
H 2.38747 -1.80805 1.56348  0.31
H 2.63229 0.12870 0.35651  -0.02
H 1.32355 0.93245 1.36753  -0.70
H 1.38859 0.35903 -1.58165  -0.05
H 0.05573 -0.70218 -0.91811  0.56
H -1.30388 1.24117 -1.19884  0.46
H -0.65428 1.56924 0.54182  -0.56
H -1.37292 3.78420 -2.98807  0.18
H -1.64698 3.79882 -0.42206  0.63
H -0.38243 5.04511 -0.85410  0.28
H 0.30325 5.19594 1.41147  0.55
H 0.60073 3.37253 1.61095  -0.75
H -2.32069 4.64989 1.47899  0.47
H -1.86098 2.89820 2.04325  0.12
H -0.49661 5.32453 3.52230  -0.24
H -2.33150 5.28704 3.80334  0.36
H 0.55847 2.49341 3.65934  0.24
H 0.29163 0.93701 6.10068  0.32
H -1.97430 2.12450 7.63543  0.32
H -2.95291 4.36156 6.00508  0.33
H 1.87146 4.94394 -1.23700  0.23
H 4.24805 3.78844 -2.67567  0.52
H 2.78357 2.75221 -3.05656  0.07
H 1.70969 4.51033 -4.34045  0.04
H 2.15756 5.84243 -3.16815  0.42
H 3.43965 6.54992 -4.93702  0.32
H 4.70285 5.40908 -4.21054  0.41
H 2.93651 3.91048 0.93147  -1.32
H 4.14060 1.99285 -0.14697  0.00
H 5.35954 3.05026 -1.00940  0.23
H 6.57331 3.61854 1.07354  0.42
H 6.08174 1.86586 1.21285  0.40
H 5.37983 2.36208 3.32726  0.42
H 3.81106 2.99799 2.63466  0.01
H 6.06471 4.41703 4.15576  0.40
H 6.09497 5.17314 2.48952  0.43
H 2.31996 4.41292 3.29775  0.18
H 1.23210 6.96352 4.17410  0.29
H 3.58102 8.72880 4.75351  0.32
H 5.91772 7.06334 4.16887  0.32
H 6.17134 5.32571 -0.16934  0.14
H 5.19782 5.47009 -1.72565  -0.03
H 5.35694 6.90929 -0.60185  0.30
C -0.99491 -4.41740 5.61567  -1.31
C -2.37622 -4.88685 6.05534  -0.39
N -3.46565 -4.42216 5.19916  0.18
C -4.78850 -4.66671 5.77102  -0.68
C -5.22268 -6.12001 5.96371  -0.87
C -3.34287 -4.72593 3.77515  -0.34
C -3.22768 -6.19613 3.37456  -1.01
H -0.94632 -3.32659 5.55492  0.22
H -0.24502 -4.74660 6.33982  0.49
H -0.70967 -4.83293 4.64533  0.27
H -2.53641 -4.49805 7.06627  0.45
H -2.36490 -5.98140 6.13752  0.27
H -5.54351 -4.15181 5.16655  0.34
H -4.82910 -4.17132 6.74836  0.41
H -5.51262 -6.58244 5.01906  0.10
H -6.10118 -6.15591 6.61446  0.41
H -4.44771 -6.73052 6.42973  0.27
H -2.46729 -4.19658 3.38363  -0.07
H -4.18458 -4.27912 3.23368  0.42
H -2.55164 -6.75830 4.02190  0.33
H -2.83213 -6.26596 2.35617  0.37
H -4.19944 -6.68985 3.36918  0.16
C 1.90821 -3.54439 -8.20214  -1.42
C 2.63645 -2.21164 -8.07525  -0.29
N 1.86805 -1.17708 -7.38998  0.16
C 2.46927 0.15134 -7.49740  -0.73
C 3.83074 0.37120 -6.83771  -0.71
C 1.36412 -1.52203 -6.06416  -0.67
C 2.38596 -1.91747 -4.99863  -0.83
H 0.95061 -3.42547 -8.71614  0.33
H 2.51615 -4.24287 -8.78325  0.43
H 1.72703 -4.00804 -7.22874  0.29
H 2.85305 -1.86938 -9.09249  0.43
H 3.60516 -2.38617 -7.58929  0.25
H 1.76698 0.89730 -7.11036  0.32
H 2.56965 0.39019 -8.56291  0.37
H 3.74249 0.46564 -5.75436  0.02
H 4.26591 1.30580 -7.20046  0.29
H 4.53980 -0.42700 -7.06387  0.32
H 0.64877 -2.34449 -6.17228  0.36
H 0.75813 -0.69370 -5.67997  0.30
H 3.15722 -2.58836 -5.38244  0.26
H 1.87750 -2.44242 -4.18362  0.36
H 2.86814 -1.04493 -4.55814  0.14
C -7.56893 -6.11545 1.56262  -1.48
C -6.45725 -6.29904 0.53642  -0.15
N -6.51142 -7.56886 -0.18121  0.09
C -5.30955 -7.83437 -0.96970  -0.67
C -5.00445 -6.89766 -2.13895  -0.97
C -7.77138 -7.87544 -0.85159  -0.69
C -8.26896 -6.89059 -1.90896  -0.96
H -7.57021 -6.92719 2.29523  0.32
H -7.42062 -5.17649 2.10283  0.41
H -8.55582 -6.06534 1.09499  0.38
H -5.50927 -6.24694 1.08236  0.29
H -6.47107 -5.44423 -0.15209  0.18
H -5.34375 -8.86355 -1.34384  0.36
H -4.44974 -7.81385 -0.28938  0.35
H -5.64786 -7.10065 -2.99616  0.24
H -3.97500 -7.05436 -2.47397  0.39
H -5.10179 -5.84500 -1.86887  0.27
H -8.55005 -7.97817 -0.08820  0.38
H -7.70930 -8.87276 -1.30134  0.34
H -8.15757 -5.84910 -1.60066  0.25
H -9.33445 -7.06098 -2.09237  0.37
H -7.75966 -7.03013 -2.86219  0.28

**Molar mass**: 912.38 g mol⁻¹
**Highest occupied orbital energy**: -7.84 eV
**SMILES string**: CCCCCC[C@@](S)(CCCCn1cccc1)O[C@H](CCCC(F)(F)C(F)(F)F)[C@@H](CCCCn1cccc1)OC.CCN(CC)CC.CCN(CC)CC.CCN(CC)CC
**Spin multiplicity**: 1
**Kohn-Sham gap**: 0.303 Eh
**E**: -88294.1861 eV



Entry 2:
This record from the OMol25 dataset describes C49H95N6O3 as an isolated structure in a non-equilibrium geometry. The level of theory is ωB97M-V with the def2-TZVPD basis set.

Each line ends with the Mulliken charge.
CARTESIAN COORDINATES (ANGSTROEM)
C 5.92968 -4.71916 3.58390  -0.86
N 6.14725 -4.02476 4.92018  -0.01
C 7.27641 -4.16810 5.59118  -0.21
C 7.39387 -3.71382 6.92122  -0.77
C 6.32063 -3.05325 7.51834  1.03
C 5.24198 -2.86313 6.72875  -0.41
C 5.13071 -3.26001 5.39712  -0.60
C 6.42184 -2.65906 8.90798  0.77
C 7.66892 -2.21494 9.52478  -0.77
C 7.68712 -2.02328 10.90385  -0.07
N 6.56434 -2.13881 11.63303  0.04
C 5.43683 -2.71504 11.06146  -0.52
C 5.34755 -2.97056 9.68611  -0.51
C 6.60420 -1.90305 13.07797  -0.87
H 5.78012 -3.87169 2.91492  0.39
H 4.97630 -5.24404 3.64440  0.35
H 6.72535 -5.41849 3.32707  0.33
H 8.06822 -4.51596 4.94432  0.44
H 8.28802 -4.02864 7.43870  0.46
H 4.49437 -2.24601 7.20483  0.50
H 4.20268 -3.17771 4.85087  0.49
H 8.45225 -1.77314 8.92678  0.47
H 8.62826 -1.67121 11.29971  0.38
H 4.59853 -2.72031 11.74236  0.46
H 4.41966 -3.35039 9.28466  0.47
H 5.79501 -1.27306 13.44731  0.33
H 7.57996 -1.53721 13.39759  0.30
H 6.45274 -2.89070 13.51353  0.42
C -3.25867 1.10290 -7.16590  -1.05
C -1.74825 1.22982 -6.60715  -0.70
C -1.11350 -0.05637 -6.03254  -0.40
C -0.95708 -1.24511 -7.10191  -0.76
N -0.39591 -2.51423 -6.48206  0.21
C 1.07526 -2.67238 -5.98587  -0.71
C 1.47505 -4.10744 -6.03600  -0.49
C 0.52796 -4.74434 -6.98322  -0.70
C -0.29108 -3.59229 -7.61707  -0.61
C -1.40235 -3.00713 -5.39959  -1.11
H -3.81650 1.95418 -7.55610  0.37
H -3.82085 0.68433 -6.33112  0.27
H -3.21622 0.36145 -7.96374  0.26
H -1.83832 1.94680 -5.79111  0.36
H -1.10805 1.66434 -7.37490  0.36
H -1.66670 -0.34940 -5.14024  0.41
H -0.10378 0.15577 -5.68103  0.37
H -0.13121 -0.88231 -7.71380  0.25
H -1.81544 -1.54518 -7.70297  0.47
H 1.26903 -2.31115 -4.97589  0.44
H 1.64213 -2.07111 -6.69666  0.40
H 1.34081 -4.50099 -5.02843  0.26
H 2.52814 -4.27567 -6.26140  0.40
H -0.06540 -5.50151 -6.47066  0.34
H 1.21415 -5.29799 -7.62409  0.32
H -1.29200 -3.97054 -7.82485  0.41
H 0.17562 -3.21678 -8.52772  0.42
H -1.06526 -2.60031 -4.44619  0.43
H -1.32604 -4.09185 -5.32432  0.47
H -2.39938 -2.75487 -5.76070  0.32
C 5.88353 5.98934 -6.69920  -1.35
C 4.99514 6.27243 -5.43213  -0.50
C 5.05588 5.17106 -4.43141  -0.43
C 4.32577 5.48960 -3.07844  -0.90
N 4.67870 4.54106 -1.91693  0.30
C 4.03947 5.16320 -0.61685  -0.64
C 4.85050 4.56273 0.49366  -0.56
C 6.18550 3.99515 0.00404  -0.81
C 6.16026 4.30935 -1.48854  -0.62
C 4.07357 3.19828 -2.21529  -1.06
H 6.88788 5.63311 -6.47011  0.36
H 6.02864 6.86842 -7.32711  0.38
H 5.50145 5.25555 -7.40890  0.34
H 4.03000 6.67536 -5.73915  0.39
H 5.30932 7.17266 -4.90395  0.35
H 6.11579 4.92356 -4.37292  0.32
H 4.71704 4.20974 -4.81757  0.36
H 3.23949 5.53550 -3.15581  0.41
H 4.59983 6.52645 -2.88367  0.40
H 2.97181 4.94417 -0.60175  0.41
H 4.18820 6.24225 -0.57656  0.36
H 4.32613 3.84068 1.11959  0.37
H 5.34466 5.28947 1.13845  0.31
H 6.08085 2.91023 0.01304  0.31
H 7.16335 4.26245 0.40463  0.45
H 6.62316 3.58999 -2.16409  0.46
H 6.58538 5.28164 -1.73755  0.45
H 2.98453 3.23744 -2.19168  0.34
H 4.26084 2.48400 -1.41351  0.48
H 4.52933 2.82704 -3.13321  0.35
C -2.87067 4.68853 1.05177  -1.23
C -3.52777 3.92398 -0.07038  -0.61
C -4.65553 4.67508 -0.81378  -0.31
C -6.04447 4.49151 -0.12396  -0.75
N -7.26975 5.26922 -0.75564  0.22
C -7.24758 5.29047 -2.29217  -0.69
C -8.68524 5.33628 -2.84798  -0.63
C -9.48508 4.86136 -1.62575  -0.69
C -8.56444 4.52702 -0.43812  -0.68
C -7.32679 6.73205 -0.22748  -0.85
H -3.59250 4.93569 1.83021  0.32
H -2.38944 5.62379 0.76576  0.34
H -2.11450 4.08068 1.54860  0.36
H -3.97709 2.96315 0.18071  0.32
H -2.73401 3.70438 -0.78439  0.32
H -4.61333 4.31141 -1.84046  0.36
H -4.30575 5.70696 -0.84525  0.34
H -5.88540 4.71430 0.93111  0.35
H -6.32497 3.43863 -0.15343  0.35
H -6.48305 5.96094 -2.68468  0.46
H -6.99998 4.24236 -2.46030  0.37
H -8.92274 6.38006 -3.05343  0.32
H -8.85726 4.85079 -3.80861  0.38
H -10.25107 5.57682 -1.32664  0.36
H -10.06964 3.95602 -1.78930  0.36
H -8.92788 4.81006 0.54976  0.44
H -8.39772 3.46206 -0.27632  0.39
H -7.03612 6.58957 0.81334  0.37
H -8.34654 7.11374 -0.27805  0.36
H -6.52130 7.26550 -0.73215  0.34
C -5.32934 -1.18593 2.89227  -1.33
C -4.08385 -2.11642 2.87218  -0.65
C -4.38692 -3.61352 2.75010  -0.35
C -3.07075 -4.48683 2.79909  -0.85
N -3.16679 -5.89996 2.09285  0.14
C -3.80300 -5.84733 0.64523  -0.64
C -5.08149 -6.65171 0.70541  -0.46
C -4.81069 -7.66082 1.88722  -0.73
C -4.13164 -6.75226 2.96835  -0.49
C -1.76451 -6.56807 2.00694  -0.97
H -5.69065 -0.97610 1.88553  0.35
H -4.97746 -0.25429 3.33537  0.37
H -6.15124 -1.44610 3.55927  0.37
H -3.48995 -2.05103 3.78384  0.37
H -3.38846 -1.82575 2.08476  0.37
H -4.95721 -3.71786 1.82707  0.25
H -5.11953 -3.95653 3.48067  0.45
H -2.81645 -4.79351 3.81367  0.31
H -2.27046 -3.92524 2.31716  0.52
H -3.21602 -6.39863 -0.08936  0.32
H -3.81559 -4.81908 0.28381  0.41
H -5.51345 -7.10653 -0.18603  0.44
H -5.92577 -6.02358 0.98956  0.26
H -4.21427 -8.49811 1.52482  0.30
H -5.64054 -8.06806 2.46481  0.43
H -3.57649 -7.21702 3.78315  0.30
H -4.89601 -6.07650 3.35202  0.34
H -1.45094 -6.78793 3.02745  0.35
H -1.13267 -5.88705 1.43678  0.41
H -2.08369 -7.50642 1.55336  0.41
O 0.34632 -0.91688 -0.56953  -0.44
C 1.13910 -1.31568 0.39581  0.69
O 1.39411 -2.56169 0.49063  -0.79
O 1.47563 -0.38483 1.11553  -0.75
H 0.24300 -0.23178 0.09497  0.30

**Molar mass**: 816.34 g mol⁻¹
**Highest occupied orbital energy**: -14.28 eV
**Net charge**: +5
**Spin multiplicity**: 1
**Kohn-Sham gap**: 0.134 Eh
**E**: -67388.0540 eV